DFT (ωB97M-V with the def2-TZVPD basis set) results for a molecular structure, C25H33AsPSSe2Tl.

Last column: Löwdin charge in e.
Element x y z (Å)
Tl1 0.0827 0.4736 -0.6919  0.456
C1 -0.1677 -4.7064 2.0111  -0.059
C2 1.0086 -4.3161 1.3903  -0.060
C3 1.3905 -2.9797 1.3888  -0.088
C4 0.5905 -2.0283 2.0138  -0.428
C5 -0.5943 -2.4266 2.6412  -0.127
C6 -0.9676 -3.7606 2.6442  -0.066
P1 0.9114 -0.2474 1.9143  1.034
C7 1.2581 0.3237 3.5861  -0.371
C8 1.6671 -0.5491 4.5930  -0.078
C9 1.9754 -0.0503 5.8496  -0.055
C10 1.8772 1.3110 6.1020  -0.052
C11 1.4669 2.1822 5.1010  -0.061
C12 1.1517 1.6904 3.8454  -0.092
C13 2.4298 -0.0933 0.9255  -0.431
C14 3.7347 -0.2660 1.3804  -0.051
C15 4.7881 -0.1647 0.4828  -0.039
C16 4.5515 0.0964 -0.8623  -0.044
C17 3.2540 0.2763 -1.3328  -0.105
C18 2.2187 0.1948 -0.4202  -0.330
H1 -0.4573 -5.7486 2.0153  0.116
H2 1.6407 -5.0543 0.9145  0.116
H3 2.3147 -2.6861 0.9065  0.108
H4 -1.2138 -1.6922 3.1465  0.116
H5 -1.8756 -4.0661 3.1472  0.116
H6 1.7422 -1.6121 4.4001  0.110
H7 2.2928 -0.7256 6.6325  0.116
H8 2.1171 1.6946 7.0845  0.117
H9 1.3872 3.2418 5.3021  0.114
H10 0.8238 2.3689 3.0657  0.102
H11 3.9207 -0.4768 2.4270  0.122
H12 5.8036 -0.2928 0.8330  0.121
H13 5.3827 0.1739 -1.5506  0.120
H14 3.0802 0.4907 -2.3790  0.088
C19 -0.8750 0.2837 -5.2431  -0.354
Se1 0.2448 -0.2576 -3.7454  0.922
C20 -0.5164 -2.0400 -3.5020  -0.524
C21 -1.7915 -2.0878 -2.6792  -0.497
Se2 -1.3770 -1.9408 -0.7737  0.986
C22 -3.0813 -1.3055 -0.0945  -0.325
H15 -0.6921 -0.4105 -6.0591  0.042
H16 -0.5590 1.2782 -5.5496  0.031
H17 -1.9281 0.2885 -4.9822  0.015
H18 0.2683 -2.6588 -3.0655  0.074
H19 -0.6985 -2.4175 -4.5078  0.084
H20 -2.2783 -3.0550 -2.8052  0.088
H21 -2.4969 -1.3058 -2.9574  0.062
H22 -3.4453 -0.4798 -0.7006  0.016
H23 -2.8951 -0.9668 0.9223  0.032
H24 -3.7867 -2.1313 -0.0874  0.048
C23 -3.3846 2.0932 -2.9846  -0.221
As1 -2.2411 3.2375 -1.9571  0.780
C24 -0.7454 3.7794 -3.0263  -0.217
C25 -3.2396 4.7819 -1.4266  -0.223
S1 -1.6131 2.2651 -0.1405  0.218
H25 -3.6165 2.5598 -3.9414  0.062
H26 -4.3015 1.9292 -2.4214  0.057
H27 -2.8675 1.1491 -3.1408  0.002
H28 -1.1000 4.2995 -3.9151  0.061
H29 -0.1744 2.8964 -3.3092  0.015
H30 -0.1222 4.4422 -2.4289  0.059
H31 -3.5788 5.3074 -2.3185  0.060
H32 -2.5992 5.4306 -0.8327  0.056
H33 -4.0939 4.4607 -0.8343  0.055

Output
Gap between HOMO and LUMO   7.20 eV
Calculated total energy   -242794.929 eV
Net charge   +2
Energy relative to the best compared isomer or geometry (same formula, charge and spin)   0.079 eV
LUMO level   -0.2252 hartree
Highest occupied orbital energy   -13.331 eV

=====

DFT (ωB97M-V with the def2-TZVPD basis set) results for C5H7ClN2O2 in the gas phase at a distorted geometry.

Last column: natural (NBO) charge in e.
Element x y z (Å)
C1 -1.9388 -0.2021 0.4985  -0.205
C2 -1.2704 -1.1726 -0.1197  -0.043
C3 1.1095 -0.8184 -0.0714  0.552
C4 -3.4278 -0.1258 0.4995  -0.635
C5 3.5154 1.2653 -0.9305  -0.215
N1 0.0586 -1.4632 0.0468  -0.468
N2 2.5250 1.2274 -0.1313  0.375
O1 2.2885 1.7282 0.9250  -0.363
O2 1.3586 0.3384 -0.6685  -0.436
Cl1 2.5666 -1.6223 0.5044  -0.055
H1 -1.4105 0.5189 1.1061  0.201
H2 -1.7907 -1.9382 -0.6819  0.195
H3 -3.8181 -0.5715 1.4190  0.216
H4 -3.7586 0.9102 0.4664  0.215
H5 -3.8490 -0.6680 -0.3449  0.211
H6 4.3541 1.8861 -0.6712  0.226
H7 3.4874 0.7077 -1.8462  0.229

Output
Gap between HOMO and LUMO   9.03 eV
Calculated total energy   -24891.092 eV
Energy relative to the best compared isomer or geometry (same formula, charge and spin)   3.664 eV
Structure (SMILES)   C=[N+]([O-])O/C(Cl)=N\C=C\C
LUMO level   0.0181 hartree
Highest occupied orbital energy   -8.535 eV

=====

DFT (ωB97M-V with the def2-TZVPD basis set) results for 8 unconnected molecules or ions with the total composition C39H89F3O24PS7 at a distorted geometry.

Last column: Löwdin charge in e.
Element x y z (Å)
C1 6.1409 -2.3970 -2.3722  -0.144
C2 6.6292 -3.4892 -1.2117  -0.245
C3 5.6135 -3.5111 0.0823  -0.223
C4 4.1922 -4.2864 -0.3009  -0.227
C5 3.1653 -4.3608 0.9804  -0.224
C6 1.7094 -5.0425 0.6459  -0.211
C7 0.9211 -4.3844 -0.6324  -0.202
C8 0.8305 -2.7242 -0.5717  -0.224
C9 0.1296 -2.0572 -1.9031  -0.201
C10 0.1404 -0.3955 -1.8938  -0.208
C11 1.4141 0.0589 -2.8181  -0.266
P1 2.6518 1.2473 -1.8835  1.080
C12 1.7747 2.9406 -1.8817  -0.213
C13 2.4511 4.1022 -0.9572  -0.152
O1 3.7206 4.1916 -0.5575  -0.058
C14 2.8789 0.4414 -0.1640  -0.211
C15 3.1388 1.4790 1.0726  -0.133
O2 2.1284 2.1189 1.7116  -0.070
C16 4.2408 1.1843 -2.9909  -0.180
C17 5.5465 1.9213 -2.3510  -0.248
O3 5.6591 1.8800 -0.8879  -0.083
C18 5.6921 3.4539 -2.9931  -0.183
F1 4.4059 4.0223 -3.4606  0.010
F2 6.5399 3.2936 -4.2335  -0.006
F3 6.4727 4.3278 -2.0867  0.042
H1 6.5869 -1.3198 -2.1801  0.063
H2 6.4234 -2.7776 -3.4435  0.082
H3 4.9770 -2.3072 -2.2822  0.044
H4 7.7419 -3.3052 -0.8650  0.112
H5 6.5538 -4.5592 -1.7207  0.115
H6 6.1429 -4.1011 0.9594  0.121
H7 5.3531 -2.4034 0.4398  0.104
H8 4.4560 -5.3939 -0.6287  0.126
H9 3.6502 -3.7753 -1.2201  0.089
H10 2.9814 -3.2362 1.3311  0.102
H11 3.7046 -4.8849 1.9058  0.129
H12 1.0348 -4.8997 1.5948  0.084
H13 1.8830 -6.2082 0.4938  0.132
H14 -0.1838 -4.7873 -0.6088  0.118
H15 1.4274 -4.7462 -1.6494  0.120
H16 0.3246 -2.3750 0.4481  0.134
H17 1.9595 -2.3443 -0.5721  0.077
H18 -0.9762 -2.4877 -1.9584  0.127
H19 0.6859 -2.5090 -2.8579  0.122
H20 0.1067 0.0703 -0.8211  0.111
H21 -0.8690 -0.0591 -2.4331  0.128
H22 1.9780 -0.8143 -3.3584  0.101
H23 0.9695 0.7432 -3.6893  0.098
H24 1.7909 3.3381 -3.0071  0.130
H25 0.6173 2.8913 -1.6000  0.127
H26 1.7187 4.9547 -0.5545  0.161
H27 2.0205 -0.2864 0.1632  0.093
H28 3.8594 -0.2352 -0.2452  0.113
H29 4.2331 1.6674 1.4451  0.145
H30 3.9732 1.5658 -4.0759  0.136
H31 4.4980 0.0291 -3.0944  0.103
H32 6.5011 1.3374 -2.7687  0.177
H33 6.6123 1.8277 -0.5759  0.147
O4 -2.1862 3.2217 -2.2242  -0.314
S1 -2.9281 3.9614 -3.2211  0.620
O5 -3.9394 4.9357 -2.8624  -0.273
O6 -3.5678 2.9112 -4.2908  -0.265
C19 -4.4227 1.8848 -3.8034  -0.272
C20 -5.7798 2.4330 -3.3975  -0.072
C21 -1.7758 4.7491 -4.3166  -0.123
H34 -3.9490 1.3482 -2.9749  0.110
H35 -4.5607 1.1647 -4.6168  0.125
H36 -5.6932 3.1120 -2.5445  0.072
H37 -6.4580 1.6242 -3.1116  0.089
H38 -6.2269 3.0014 -4.2192  0.064
H39 -1.0212 4.0228 -4.6245  0.064
H40 -1.3054 5.5687 -3.7682  0.077
H41 -2.3177 5.1429 -5.1783  0.079
O7 0.9402 -2.3841 -6.4013  -0.280
S2 1.1801 -1.0203 -6.8183  0.614
O8 0.6050 0.1112 -6.1186  -0.314
O9 0.8365 -0.8850 -8.4058  -0.257
C22 -0.4674 -1.2390 -8.8488  -0.266
C23 -1.4967 -0.1964 -8.4479  -0.076
C24 2.9319 -0.7608 -6.9280  -0.116
H42 -0.7450 -2.2315 -8.4792  0.120
H43 -0.4327 -1.3002 -9.9416  0.129
H44 -1.6070 -0.1470 -7.3609  0.064
H45 -2.4768 -0.4323 -8.8716  0.086
H46 -1.1899 0.7978 -8.7874  0.087
H47 3.3822 -1.5881 -7.4799  0.082
H48 3.3263 -0.7310 -5.9096  0.055
H49 3.1191 0.1923 -7.4258  0.080
O10 -0.3661 -6.1213 2.7222  -0.309
S3 -0.9041 -5.9612 4.0549  0.631
O11 -0.0518 -5.8755 5.2241  -0.283
O12 -2.0316 -7.1100 4.3110  -0.258
C25 -1.6535 -8.4734 4.1690  -0.274
C26 -0.7906 -8.9383 5.3293  -0.077
C27 -1.9863 -4.5552 4.0644  -0.116
H50 -1.1495 -8.6369 3.2109  0.115
H51 -2.5748 -9.0651 4.1538  0.125
H52 0.1687 -8.4132 5.3441  0.068
H53 -0.5827 -10.0094 5.2566  0.082
H54 -1.2859 -8.7338 6.2837  0.088
H55 -2.6594 -4.6161 3.2071  0.077
H56 -1.3653 -3.6593 3.9904  0.076
H57 -2.5439 -4.5428 5.0025  0.071
O13 -8.1228 2.6011 -5.6851  -0.296
S4 -8.8647 3.3408 -6.6820  0.630
O14 -9.8760 4.3151 -6.3233  -0.281
O15 -9.5044 2.2906 -7.7518  -0.265
C28 -10.3593 1.2642 -7.2643  -0.276
C29 -11.7165 1.8124 -6.8584  -0.077
C30 -7.7124 4.1285 -7.7775  -0.122
H58 -9.8856 0.7276 -6.4358  0.115
H59 -10.4973 0.5441 -8.0777  0.124
H60 -11.6298 2.4914 -6.0054  0.069
H61 -12.3946 1.0036 -6.5726  0.083
H62 -12.1635 2.3807 -7.6801  0.088
H63 -6.9578 3.4022 -8.0854  0.073
H64 -7.2420 4.9481 -7.2291  0.078
H65 -8.2543 4.5223 -8.6392  0.077
O16 0.1455 6.7268 4.4460  -0.283
S5 1.2068 6.2686 5.3149  0.622
O17 2.2796 7.1424 5.7465  -0.291
O18 1.8559 4.9122 4.6863  -0.271
C31 2.3826 4.9624 3.3664  -0.278
C32 3.6987 5.7193 3.3178  -0.062
C33 0.4810 5.5405 6.7611  -0.117
H66 1.6520 5.3946 2.6749  0.115
H67 2.5565 3.9294 3.0475  0.091
H68 3.5581 6.7740 3.5710  0.075
H69 4.1390 5.6728 2.3180  0.074
H70 4.4081 5.3049 4.0410  0.072
H71 -0.3108 4.8534 6.4566  0.076
H72 0.0634 6.3497 7.3647  0.081
H73 1.2578 5.0208 7.3248  0.069
O19 5.7340 1.6893 9.0847  -0.282
S6 6.6519 2.2327 8.1081  0.626
O20 7.5743 3.3032 8.4306  -0.286
O21 5.8171 2.6450 6.7703  -0.270
C34 4.7432 3.5679 6.9001  -0.276
C35 5.2462 4.9829 7.1282  -0.069
C36 7.5881 0.8988 7.4063  -0.126
H74 4.0608 3.2573 7.6979  0.118
H75 4.1774 3.5403 5.9630  0.109
H76 5.7661 5.0682 8.0866  0.072
H77 4.4170 5.6957 7.1347  0.073
H78 5.9581 5.2690 6.3476  0.086
H79 6.9075 0.0923 7.1269  0.073
H80 8.2895 0.5503 8.1680  0.079
H81 8.1373 1.2686 6.5386  0.073
O22 -5.7899 -4.2087 4.7725  -0.292
S7 -5.8527 -3.1995 5.8064  0.617
O23 -4.7751 -3.0014 6.7552  -0.294
O24 -7.2498 -3.3710 6.6280  -0.263
C37 -7.5243 -4.6234 7.2430  -0.273
C38 -6.6691 -4.8387 8.4796  -0.077
C39 -6.2085 -1.6344 5.0502  -0.122
H82 -7.3972 -5.4417 6.5267  0.117
H83 -8.5786 -4.6148 7.5388  0.125
H84 -5.6096 -4.9150 8.2196  0.068
H85 -6.9527 -5.7607 8.9947  0.083
H86 -6.7726 -3.9963 9.1707  0.087
H87 -7.0399 -1.7547 4.3530  0.076
H88 -5.3122 -1.3152 4.5131  0.075
H89 -6.4505 -0.9102 5.8300  0.077

Output
Gap between HOMO and LUMO   8.84 eV
Calculated total energy   -184295.015 eV
Net charge   +1
LUMO level   -0.1169 hartree
Highest occupied orbital energy   -12.017 eV